[1]
9
Properties=species:S:1:pos:R:3 method="wB97M-V/def2-TZVPD" relative_energy_ev=0.515 orbital_gap_ev=8.346 total_charge=0 total_energy_ev=-305616.3051
C -1.686 0.215 -0.539
C -1.434 1.136 -1.406
Br 3.661 0.180 0.805
S 2.569 -1.640 1.498
Br -3.212 -0.731 -0.231
Br -0.277 -0.313 0.702
Cl 3.510 -2.135 3.270
H -0.449 1.780 -1.377
Br -2.682 1.507 -2.722



[2]
8
Properties=species:S:1:pos:R:3 method="wB97M-V/def2-TZVPD" relative_energy_ev=3.398 orbital_gap_ev="9.115 / 9.114" total_charge=0 total_energy_ev=-102609.2054
C -1.324 0.298 -0.445
F -0.866 1.097 1.825
Br -2.568 -0.919 0.272
C -1.180 1.478 0.582
Cl -1.537 0.901 -1.978
F -2.341 2.178 0.553
Cl 0.009 2.659 0.031
H 0.213 -0.758 -0.504



[3]
8
Properties=species:S:1:pos:R:3 method="wB97M-V/def2-TZVPD" relative_energy_ev=1.621 orbital_gap_ev=9.160 total_charge=0 total_energy_ev=-96960.5527
Cl 1.029 0.350 -1.943
C 0.094 -0.451 -0.817
I -0.590 -0.372 2.386
F -1.229 1.660 0.275
H -0.275 -2.445 -0.989
C -0.207 0.914 0.701
Br 1.453 1.888 0.886
N -0.275 -1.543 -0.499



[4]
7
Properties=species:S:1:pos:R:3 method="wB97M-V/def2-TZVPD" relative_energy_ev=0.566 smiles="FC(F)(Br)C=S" orbital_gap_ev=8.351 total_charge=0 total_energy_ev=-88401.3762
F 0.569 1.623 0.256
F 0.123 0.543 -1.578
C -0.771 -0.451 0.378
H -1.541 0.370 0.199
S -0.882 -1.772 1.309
C 0.392 0.308 -0.317
Br 2.110 -0.621 -0.246



[5]
9
Properties=species:S:1:pos:R:3 method="wB97M-V/def2-TZVPD" relative_energy_ev=4.970 orbital_gap_ev="8.086 / 8.086" total_charge=0 total_energy_ev=-83817.2041
F 1.685 -1.239 -0.751
F 1.605 0.887 1.295
Br 0.100 -2.866 0.658
H -0.215 0.637 -0.269
F 2.405 -1.614 1.189
C 1.278 -1.315 0.497
C 0.593 0.037 1.049
O -1.436 -0.677 1.698
N -0.445 0.024 1.946



[6]
8
Properties=species:S:1:pos:R:3 method="wB97M-V/def2-TZVPD" relative_energy_ev=1.107 orbital_gap_ev=7.500 total_charge=-1 total_energy_ev=-98568.2272
O -0.031 1.748 1.435
S 0.450 1.704 -1.258
C 0.296 -0.038 -0.221
C 0.251 1.201 0.437
F 2.640 -1.438 0.231
H -1.678 -0.640 -0.209
Br -2.954 -1.070 -0.098
S 1.027 -1.467 -0.317



[7]
7
Properties=species:S:1:pos:R:3 method="wB97M-V/def2-TZVPD" relative_energy_ev=0.000 orbital_gap_ev=7.679 total_charge=-1 total_energy_ev=-84330.0702
O -1.660 0.154 0.843
Br -0.126 -2.035 -0.705
I 2.240 0.466 -0.947
H -0.442 0.340 -1.330
C 0.152 -0.136 -0.519
O 0.265 0.866 1.742
C -0.429 0.345 0.916



[8]
10
Properties=species:S:1:pos:R:3 method="wB97M-V/def2-TZVPD" orbital_gap_ev="8.674 / 8.673" total_charge=0 total_energy_ev=-82181.7587
C -0.942 1.867 0.279
N -1.406 2.635 0.977
O -1.395 1.210 -1.692
Br -1.159 -2.025 1.029
N 1.222 0.031 0.066
N 0.398 0.285 -0.889
C 2.170 -0.652 0.389
N -0.576 1.058 -0.781
H -1.316 -3.024 -0.146
O 3.004 -1.386 0.767



[9]
6
Properties=species:S:1:pos:R:3 method="wB97M-V/def2-TZVPD" relative_energy_ev=0.000 smiles="O=C1O[C@H]1Br" orbital_gap_ev=10.699 total_charge=0 total_energy_ev=-76225.5164
O 0.641 -1.709 0.738
H 0.633 1.303 0.225
C 0.362 -0.770 0.082
Br -1.979 0.995 0.115
C -0.043 0.582 0.040
O 0.385 -0.400 -1.200



[10]
6
Properties=species:S:1:pos:R:3 method="wB97M-V/def2-TZVPD" relative_energy_ev=3.967 orbital_gap_ev="8.907 / 9.276" total_charge=0 total_energy_ev=-76221.5497
O 0.185 -1.948 -0.834
O 0.363 -0.619 1.140
C 0.089 0.371 0.160
Br 1.201 1.825 -0.127
C 0.208 -0.998 -0.156
H -2.046 1.367 -0.182



Copy entry 1 word for word.
9
Properties=species:S:1:pos:R:3 method="wB97M-V/def2-TZVPD" relative_energy_ev=0.515 orbital_gap_ev=8.346 total_charge=0 total_energy_ev=-305616.3051
C -1.686 0.215 -0.539
C -1.434 1.136 -1.406
Br 3.661 0.180 0.805
S 2.569 -1.640 1.498
Br -3.212 -0.731 -0.231
Br -0.277 -0.313 0.702
Cl 3.510 -2.135 3.270
H -0.449 1.780 -1.377
Br -2.682 1.507 -2.722